ORCA calculation (ωB97M-V with the def2-TZVPD basis set) on a 2-piece molecular cluster, C11H29NO4PS overall.

Structure (XYZ):
```
47
Properties=species:S:1:pos:R:3
C 0.51956 2.80709 -3.61888
H -1.06494 -1.62004 2.45999
H -4.46689 1.69491 -2.64162
H -2.43938 0.15156 -2.42615
H -0.85497 -1.77612 0.01737
P -2.31015 1.18081 -1.49356
H 0.94641 3.38770 -2.79054
O -0.76992 2.32650 -3.20064
H -1.18514 0.38564 3.96872
C -0.16503 -2.07010 2.01465
H -0.07766 -2.09717 6.06136
C -0.15742 -1.33159 -2.73467
H 1.91586 -2.18391 4.65780
C -0.08326 -1.59449 5.09203
H 2.04837 0.30261 1.17641
H -0.44021 -0.67317 -1.90460
H -0.85270 3.03909 -1.22879
H -1.10379 -1.66943 4.69467
S -3.99881 2.34132 -1.55991
H 0.43873 -2.13232 -2.29195
O 0.06256 -0.06571 0.62144
H 0.00530 -0.21665 -4.59759
C -0.22564 0.69291 4.40016
H 1.77416 0.05974 -0.56193
C 0.00921 -1.49441 0.62692
H -0.35744 -3.14280 1.91045
H 0.36581 3.48739 -4.46047
C -0.79284 2.10672 -1.81714
H 1.32450 -0.91995 2.77112
H 1.32034 1.35523 -5.05983
H -1.05692 -1.77693 -3.17382
H 0.70453 -3.37760 4.22289
H 2.48292 2.04759 -3.92368
H 0.91064 -1.90329 0.16026
C 1.45926 1.66336 -4.01665
H 1.22202 1.55135 0.23127
H -2.19631 0.59640 -0.22740
H 1.42896 -1.18113 -4.21204
C 0.64507 -0.55214 -3.77026
N 1.03412 -1.88800 2.81025
C 1.34717 0.47554 0.35589
C 0.93045 -2.30611 4.20385
H 0.04887 1.50844 -1.44202
O 1.29832 0.56108 -3.15161
H -0.36146 1.64506 4.91207
H 0.48762 0.84411 3.58246
O 0.23012 -0.23909 5.35368
```

Summary:
**DFT total energy**: -41671.9678 eV
**F_max**: 0.008 hartree/bohr
**HOMO-LUMO gap**: 7.52 eV
**Net charge**: +1



ORCA calculation (ωB97M-V with the def2-TZVPD basis set) on a 20-piece molecular cluster, C2H42O21 overall.

Structure (XYZ):
```
65
Properties=species:S:1:pos:R:3
H -0.34182 0.94168 -3.25923
O 2.64318 0.02168 1.12677
H 2.18818 2.61968 2.00077
C 0.22718 -1.06832 -0.40723
O -2.79982 -0.55132 -1.67023
H 0.15318 -0.69332 2.18177
O 2.19418 1.69868 -2.06323
H -1.74882 0.27568 4.70677
H -0.34782 -4.21832 -1.87923
H 1.91718 -0.02332 0.44377
O -1.54382 -2.45032 3.98177
O -1.19982 -0.03132 1.26677
O -0.61882 2.14968 2.98777
O 1.34118 -0.73632 -1.33323
H -1.61682 2.35368 -3.39223
H -2.79182 0.13768 1.22477
H 0.48918 -0.12432 -2.90523
H 4.41918 -1.10132 -2.42923
H -2.07882 -2.95032 1.99777
H 2.97318 3.69968 0.47277
H 0.43518 1.01668 0.31177
H -0.62682 2.80168 -2.04323
H -0.93282 0.56468 -0.65423
H 2.53418 2.41368 -0.00123
O 1.32918 -2.29132 -3.60923
H -2.16582 -1.75632 4.19177
H 0.95318 2.43568 2.97077
O -0.48282 3.47168 -0.45823
H 1.95218 -2.42632 -0.90723
H 1.35918 -1.57432 2.33077
H -0.58182 -1.70232 -0.91323
O 1.93918 2.49268 2.94177
H 3.26118 -0.74532 -1.39623
O -1.92082 -2.62632 1.08277
H 0.42918 3.20568 -0.21723
H -0.60782 1.42668 2.34677
H -1.71782 -1.67332 1.17977
O -2.46282 0.17168 4.05077
O -3.72182 0.37768 1.23177
H 1.22918 -1.78132 -2.79223
O 2.64718 -2.99832 -0.54223
O -3.35682 1.53668 -3.22323
O 0.86218 -0.90132 2.80277
H -1.93882 0.23168 3.24277
H -3.69182 1.15068 1.75077
H -1.51182 2.41968 2.85577
H 3.48418 -2.81032 -0.94623
O -0.73882 2.65868 -3.04323
H 0.62218 -1.60132 0.46177
H -1.06082 2.89468 0.01977
H -2.05982 -0.35532 -1.05323
H -0.96582 -1.81732 3.58377
H 2.91718 1.21268 -2.42023
H -3.11982 -1.47632 -1.63423
H -3.76782 2.21568 -2.67923
O -0.14382 0.09868 -3.57423
O 4.19518 -0.91332 -1.52423
O 2.17118 3.16668 0.41477
H 1.74318 -3.07532 -3.32623
H 1.63118 1.07568 -1.65123
C -0.29582 0.18568 0.16177
H -3.00082 0.80268 -2.66623
H -0.45682 -3.45432 -0.67523
H 2.15118 0.20868 1.95877
O 0.02618 -4.20632 -0.99223
```

Summary:
**DFT total energy**: -45754.9770 eV
**Relative energy (zero: lowest compared OMol25 entry of this formula, charge and spin)**: 90.7 kJ/mol
**F_max**: 0.069 hartree/bohr
**HOMO-LUMO gap**: 8.15 eV
**Net charge**: -2



ORCA calculation (ωB97M-V with the def2-TZVPD basis set) on a 10-piece molecular cluster, H20O10 overall.

Structure (XYZ):
```
30
Properties=species:S:1:pos:R:3
O -3.80117 2.82556 5.10230
H -2.25521 -3.36012 2.54765
O -3.30351 -2.37966 -2.40297
H -0.26777 0.84914 0.53211
O 0.61216 -0.04027 -3.94319
O 1.71817 -2.58224 3.91409
O -4.17279 4.13128 -0.97110
H 0.65202 0.15040 -4.88036
H -3.13269 -3.86518 1.42211
H 1.53606 -1.80339 3.38829
H -3.65512 3.76356 5.22499
O 3.64204 -3.82996 -2.58236
H -3.87784 -1.62609 -2.26689
H 4.02102 -3.62874 -3.43800
O 5.82768 -0.67687 0.25782
H 2.64738 -2.51216 4.13294
H -2.92667 2.46300 4.96082
O -2.66176 -4.15533 2.20331
H 5.22585 -1.23024 -0.23999
H 2.27344 4.89378 -1.54111
H 3.22351 3.78712 -1.13542
O 2.30188 3.96142 -1.32639
H -2.45380 -1.99732 -2.62217
H 0.82764 0.79074 -3.51984
H 6.65757 -1.15372 0.24601
H -5.12590 4.14908 -1.05774
H -3.85221 4.57806 -1.75459
O -0.87262 0.64324 1.24485
H 2.85765 -3.28360 -2.53282
H -1.66508 1.13856 1.03775
```

Summary:
**DFT total energy**: -20798.9056 eV
**Relative energy (zero: lowest compared OMol25 entry of this formula, charge and spin)**: 357.7 kJ/mol
**F_max**: 0.006 hartree/bohr
**HOMO-LUMO gap**: 10.99 eV
**Net charge**: 0
**SMILES**: O.O.O.O.O.O.O.O.O.O



ORCA calculation (ωB97M-V with the def2-TZVPD basis set) on an isolated ion of composition C5H10N and charge +1.

Structure (XYZ):
```
16
Properties=species:S:1:pos:R:3
H -2.28551 -0.87193 -0.23130
H -0.58137 -2.13861 -0.35463
C -0.26378 -1.34761 0.28468
H -0.29767 -1.69677 1.28874
N -1.43125 -0.41199 -0.00317
C -1.33384 0.95251 0.51919
H 0.99794 -0.87114 -1.31228
C 1.90549 0.39471 0.13218
H -2.12536 1.64388 0.21179
H 1.88571 1.05493 1.09600
H -0.83025 1.26563 1.40601
H -0.71617 0.81214 -1.69800
C -0.53854 0.54344 -0.71883
C 0.69111 -0.32169 -0.42221
H 2.09254 1.19429 -0.64567
H 2.83098 -0.20180 0.44752
```

Summary:
**DFT total energy**: -6819.3042 eV
**<S²>**: 2.006
**Relative energy (zero: lowest compared OMol25 entry of this formula, charge and spin)**: 668.4 kJ/mol
**F_max**: 0.095 hartree/bohr
**HOMO-LUMO gap (spin up / spin down)**: 4.69 / 5.37 eV
**Net charge**: +1
**2S+1**: 3



ORCA calculation (ωB97M-V with the def2-TZVPD basis set) on one molecule with the formula C3H9NO2.

Structure (XYZ):
```
15
Properties=species:S:1:pos:R:3
C 0.32932 -0.06048 -1.30690
C 0.32309 0.02297 0.21901
O -0.21961 -0.81112 2.28043
H 0.99787 -1.86540 0.93037
H -0.17235 1.87106 0.43674
H 1.34089 0.45809 0.42637
H -0.44706 0.17665 2.25550
H 0.77830 -0.94812 -1.59753
H -1.58338 1.12992 0.14059
H -0.80935 -1.89266 0.74151
N -0.68456 0.98856 0.65713
C 0.09273 -1.27910 0.98452
H 0.03799 1.16206 -2.72130
O 0.74346 1.28959 -2.02554
H -0.72735 -0.24202 -1.42088
```

Summary:
**DFT total energy**: -8840.0345 eV
**Relative energy (zero: lowest compared OMol25 entry of this formula, charge and spin)**: 281.8 kJ/mol
**F_max**: 0.091 hartree/bohr
**HOMO-LUMO gap**: 10.47 eV
**Net charge**: 0
**SMILES**: NC(CO)CO



ORCA calculation (ωB97M-V with the def2-TZVPD basis set) on one molecule with the formula C13H15Cl2N2O6P.

Structure (XYZ):
```
39
Properties=species:S:1:pos:R:3
H -2.65103 -1.82279 1.66112
H 4.33606 3.25479 0.73178
O -0.47943 -0.91614 1.38380
C -5.24997 -0.32236 0.13101
O -0.36007 0.78316 -0.07788
H 6.31072 -0.26998 0.20844
H 2.61514 2.97136 0.34811
H 4.11042 1.65670 2.66713
P 3.48601 -0.07770 0.15765
C 5.34114 -0.54360 -1.68330
C 1.18196 -1.60116 -0.46926
N 1.81849 -2.56100 0.21700
O 0.32362 -1.78851 -1.30459
Cl -2.42111 2.08166 -1.22092
H -5.11304 -2.02659 1.42872
H 2.48140 -2.32783 0.93991
C 3.24339 2.15036 2.23645
O 4.01381 -0.72887 -1.19344
C -2.48705 -0.11632 0.40785
H 7.38722 -0.81075 -1.09484
H 2.40033 1.46490 2.28220
H 6.25578 -1.94632 -0.33513
Cl -6.95429 -0.43799 -0.04895
C 6.39676 -0.91863 -0.66010
C -3.18733 0.79718 -0.38726
H 3.01114 3.04156 2.81391
H -5.09643 1.39996 -1.13451
H 1.50982 -3.51424 0.11317
O 3.88969 -0.74413 1.40392
C -1.02332 -0.15086 0.62530
C 1.69316 -0.22612 -0.13836
N 1.02982 0.83755 0.01069
H 5.46252 0.49971 -1.98976
O 3.92125 1.44119 -0.02531
C 3.51288 2.53557 0.79622
C -3.20800 -1.12559 1.05388
H 5.40103 -1.18727 -2.56595
C -4.57364 -1.24044 0.92586
C -4.56593 0.69028 -0.52021
```

Summary:
**DFT total energy**: -63324.4727 eV
**Relative energy (zero: lowest compared OMol25 entry of this formula, charge and spin)**: 18.5 kJ/mol
**F_max**: 0.021 hartree/bohr
**HOMO-LUMO gap**: 9.36 eV
**Net charge**: 0
**SMILES**: CCOP(=O)(OCC)/C(=N/OC(=O)c1ccc(Cl)cc1Cl)C(N)=O



- Among the records above, which one has the lowest DFT total energy?
  C13H15Cl2N2O6P